# 1
{"formula": "C32H79CoFeNO10", "method": "ωB97M-V/def2-TZVPD", "e_lumo_ev": [0.30, -1.67], "orbital_gap_ev": [7.981, 4.247], "total_charge": 0, "homo_energy_ev": [-7.678, -5.915], "multiplicity": 8, "elements": ["Co", "Fe", "C", "C", "O", "H", "H", "H", "H", "H", "C", "C", "O", "H", "H", "H", "H", "H", "C", "C", "O", "H", "H", "H", "H", "H", "C", "C", "O", "H", "H", "H", "H", "H", "C", "C", "C", "C", "C", "C", "N", "O", "C", "C", "C", "H", "H", "H", "H", "H", "H", "H", "H", "H", "H", "H", "H", "H", "H", "H", "H", "H", "H", "H", "C", "C", "C", "O", "H", "H", "H", "H", "H", "H", "H", "H", "C", "C", "C", "O", "H", "H", "H", "H", "H", "H", "H", "H", "C", "C", "C", "O", "H", "H", "H", "H", "H", "H", "H", "H", "C", "C", "C", "O", "H", "H", "H", "H", "H", "H", "H", "H", "C", "C", "C", "O", "H", "H", "H", "H", "H", "H", "H", "H"], "xyz": [[1.865, 0.185, 0.665], [2.134, 2.550, -1.934], [-1.194, -0.262, -1.105], [-0.709, 1.165, -1.003], [0.686, 1.268, -0.746], [-0.639, -0.945, -0.462], [-1.018, -0.685, -2.094], [-2.251, -0.356, -0.855], [-1.207, 1.669, -0.175], [-1.034, 1.799, -1.828], [2.980, -3.994, 0.449], [2.597, -2.885, -0.601], [1.976, -1.748, -0.152], [2.164, -4.618, 0.815], [3.472, -3.645, 1.356], [3.711, -4.663, -0.005], [2.100, -3.479, -1.368], [3.542, -2.593, -1.061], [-0.904, 5.162, -1.231], [0.373, 5.038, -0.344], [1.461, 4.394, -0.895], [-0.781, 5.691, -2.176], [-1.669, 5.749, -0.723], [-1.402, 4.206, -1.397], [0.153, 4.599, 0.629], [0.635, 6.074, -0.127], [5.471, 0.642, -1.667], [4.939, 1.502, -0.501], [3.567, 1.712, -0.528], [5.330, 1.119, -2.637], [4.885, -0.269, -1.785], [6.495, 0.310, -1.490], [5.411, 2.481, -0.415], [5.194, 0.866, 0.347], [-2.594, -5.023, 2.824], [-1.408, -5.464, 1.935], [-1.639, -6.933, 1.474], [-2.556, -7.103, 0.253], [-2.257, -6.147, -0.919], [-2.010, -4.689, -0.486], [-1.052, -4.665, 0.743], [-0.378, -3.476, 1.025], [-1.419, -3.946, -1.702], [-3.395, -4.072, -0.198], [-0.160, -5.463, 2.840], [-2.434, -3.964, 3.023], [-2.600, -5.626, 3.732], [-3.528, -5.271, 2.320], [-0.719, -7.470, 1.241], [-2.144, -7.502, 2.255], [-3.553, -6.796, 0.569], [-2.532, -8.158, -0.020], [-3.141, -6.152, -1.556], [-1.400, -6.466, -1.513], [-2.152, -3.560, -2.410], [-0.952, -3.052, -1.289], [-0.670, -4.596, -2.155], [-3.999, -4.470, 0.617], [-3.430, -2.982, -0.207], [-4.028, -4.231, -1.071], [-0.053, -4.516, 3.369], [0.683, -5.655, 2.176], [-0.246, -6.285, 3.551], [0.377, -3.403, 0.437], [-2.628, 5.497, 3.788], [-3.426, 4.735, 2.757], [-3.138, 3.187, 2.554], [-4.749, 4.900, 3.111], [-2.849, 5.250, 4.826], [-2.862, 6.561, 3.771], [-1.576, 5.339, 3.553], [-3.295, 5.183, 1.772], [-2.143, 3.124, 2.115], [-3.758, 2.799, 1.745], [-3.110, 2.659, 3.507], [-4.949, 4.572, 3.990], [3.036, 3.696, 2.594], [1.838, 2.856, 2.964], [0.737, 3.745, 3.589], [1.462, 2.132, 1.870], [2.896, 4.341, 1.727], [3.907, 3.053, 2.463], [3.354, 4.316, 3.432], [2.074, 2.053, 3.663], [0.527, 4.633, 2.993], [0.849, 4.145, 4.596], [-0.216, 3.232, 3.716], [1.172, 2.741, 1.187], [-1.932, -0.458, 2.536], [-0.527, -0.176, 3.034], [-0.392, -0.972, 4.347], [0.448, -0.714, 2.131], [-2.250, 0.256, 1.776], [-2.701, -0.345, 3.300], [-1.959, -1.425, 2.034], [-0.358, 0.894, 3.150], [-0.682, -2.018, 4.247], [-1.123, -0.478, 4.987], [0.614, -0.967, 4.765], [0.135, -1.583, 1.869], [-1.455, 3.232, -4.415], [0.060, 3.575, -4.504], [0.260, 5.044, -4.900], [0.620, 3.264, -3.302], [-1.524, 2.188, -4.109], [-1.998, 3.095, -5.350], [-2.046, 3.819, -3.712], [0.448, 2.951, -5.309], [-0.372, 5.407, -5.710], [1.308, 5.233, -5.133], [-0.062, 5.743, -4.129], [0.051, 3.641, -2.626], [3.585, -0.378, -5.195], [2.306, 0.019, -4.356], [1.220, -1.026, -4.134], [2.644, 0.777, -3.222], [3.274, -1.123, -5.927], [4.359, -0.858, -4.596], [3.917, 0.574, -5.611], [1.764, 0.721, -4.989], [1.602, -1.734, -3.398], [0.935, -1.633, -4.993], [0.324, -0.514, -3.784], [3.408, 0.318, -2.863]], "forces_ev_per_a": [[-0.6, 0.1, -1.9], [-1.1, -1.1, 4.1], [0.1, -0.5, -0.4], [0.7, 0.3, 1.1], [1.0, 0.6, -0.9], [0.1, 0.3, 0.4], [-0.2, 0.1, -0.2], [-0.1, 0.1, -0.1], [-0.2, -0.1, 0.6], [0.2, -0.3, -0.6], [0.2, 0.4, 0.1], [1.4, -0.1, 1.2], [-1.1, 0.2, 0.7], [-0.3, 0.1, -0.3], [0.0, 0.6, 0.0], [-0.1, -0.2, -0.3], [-0.9, 0.2, -0.5], [0.6, -0.1, -0.3], [-0.2, -0.2, 0.8], [0.1, 0.3, -1.0], [0.7, -1.5, -1.2], [0.5, -0.2, 0.0], [0.0, 0.1, 0.3], [0.1, -0.3, -0.2], [-0.7, -0.2, 0.3], [0.2, 0.4, 0.2], [-0.5, 0.4, -0.2], [-0.3, -0.8, -0.4], [-2.0, 0.1, -1.2], [0.6, 0.5, -0.1], [-0.2, -0.3, 0.6], [0.1, 0.3, -0.3], [0.6, -0.1, -0.1], [0.0, 0.4, 0.7], [0.3, -0.3, -1.0], [0.8, -0.6, 0.3], [-0.4, 0.1, -0.8], [0.1, 1.3, 0.2], [0.6, -0.5, 0.7], [-0.7, 0.5, 1.0], [-0.8, -1.9, -2.1], [-1.2, 1.0, 0.5], [0.6, 0.3, 1.5], [-0.7, 0.5, -0.7], [-0.3, -0.3, -0.6], [-0.6, 0.0, 0.2], [0.2, 0.2, 0.2], [-0.1, 0.5, 0.2], [0.4, 0.4, 0.2], [0.2, 0.1, 0.4], [-0.3, -0.5, 0.1], [-0.3, 0.1, -0.3], [0.2, 0.0, -0.3], [0.1, -0.2, 0.1], [-0.2, -0.5, 0.0], [0.3, 0.1, -0.3], [0.0, 0.3, -0.3], [0.5, 0.1, 0.2], [0.5, 0.2, 0.7], [0.0, -0.5, -0.3], [0.2, -0.1, -0.1], [0.3, 0.1, 0.3], [0.0, 0.1, 0.1], [0.5, -0.1, -0.2], [1.1, 0.0, -0.3], [0.2, -1.6, 0.4], [1.2, 2.0, -0.2], [-2.5, 0.4, -0.5], [0.1, -0.7, 0.0], [0.1, 0.0, -0.5], [0.2, 0.3, 0.5], [-0.1, 0.2, 0.0], [0.4, -0.1, 0.2], [-0.5, -0.2, 0.6], [-0.4, -0.3, -0.2], [0.3, -0.1, 0.0], [1.2, 0.0, 1.1], [0.6, 1.2, 2.1], [-1.0, -0.1, -0.2], [-1.5, -1.2, -1.8], [-0.2, -0.2, -0.1], [-0.1, -0.1, -0.6], [-0.3, 0.3, 0.1], [0.4, 0.3, 0.5], [0.1, 0.0, -0.4], [1.1, -0.2, 0.1], [-0.1, -0.4, -0.5], [0.0, 0.1, -0.8], [-0.4, 0.9, -1.0], [-0.1, -1.7, 0.7], [-0.1, 1.0, 0.0], [0.3, 1.1, -0.4], [0.2, 0.2, -0.3], [0.2, -0.4, 0.2], [-0.2, -0.3, 0.3], [0.3, -0.2, 0.0], [-0.1, 0.0, -0.3], [0.2, -0.3, 0.7], [-0.1, 0.3, 0.1], [0.1, -0.6, -0.4], [0.1, -1.3, -0.3], [-3.0, 1.1, -2.8], [0.1, 0.4, 0.2], [1.5, -0.9, 1.4], [0.2, -0.1, 0.7], [0.3, 1.0, -0.4], [0.2, 0.3, -0.1], [0.4, -0.2, 0.3], [0.1, -0.7, -0.5], [0.0, 0.2, 0.0], [0.3, -0.3, 0.5], [0.1, 0.4, 0.7], [-1.6, 0.1, 1.2], [-0.8, 0.2, -3.0], [0.8, -0.6, 1.0], [0.4, 0.1, 0.5], [0.1, 0.4, -0.3], [0.1, 0.2, 0.2], [0.4, -0.4, -0.3], [0.3, 0.4, -0.3], [-0.4, -0.1, 0.4], [0.3, 0.4, -0.4], [0.1, -0.2, 0.3], [0.2, 0.2, 0.9]], "mulliken_charge": [0.809, 0.924, -0.840, 0.468, 1.717, -0.255, 0.271, 0.487, -0.470, -0.347, -0.958, -0.533, -0.372, 0.044, 0.239, 0.440, 0.155, 0.228, -1.390, 0.309, -0.780, 0.094, 0.573, 0.298, -0.456, 0.421, -1.122, -0.429, -0.501, 0.280, 0.060, 0.458, 0.344, 0.268, -1.565, 1.238, -1.126, -0.838, -0.973, 1.540, -0.190, 1.005, -1.191, -1.754, -1.744, 0.067, 0.494, 0.433, 0.431, 0.379, 0.345, 0.390, 0.359, 0.431, 0.344, -0.209, 0.326, 0.293, 0.118, 0.592, 0.057, 0.359, 0.501, -0.356, -1.045, 0.462, -0.579, -0.591, 0.379, 0.375, 0.060, 0.077, -0.215, 0.380, 0.340, 0.367, -1.351, 0.419, -1.422, 0.755, 0.190, 0.300, 0.454, 0.383, 0.303, 0.430, 0.273, -0.812, -0.775, 1.905, -1.578, 0.071, -0.113, 0.566, -0.256, -0.721, 0.217, 0.470, 0.380, -0.131, -1.185, 0.414, -1.219, -0.067, 0.235, 0.447, 0.274, 0.313, 0.420, 0.307, 0.215, -0.286, -1.418, 0.651, -0.824, 0.291, 0.374, 0.378, 0.379, 0.045, 0.193, 0.452, -0.075, -0.472]}



# 2
{"formula": "C32H22F12NO3PtS", "method": "ωB97M-V/def2-TZVPD", "e_lumo_ev": [-2.40, -5.55], "orbital_gap_ev": [9.072, 6.617], "e_above_lowest_kcal_mol": 0.0, "total_charge": 1, "homo_energy_ev": [-11.474, -12.164], "multiplicity": 5, "elements": ["Pt", "C", "C", "C", "C", "C", "N", "C", "C", "C", "C", "C", "C", "C", "C", "O", "C", "F", "F", "F", "C", "F", "F", "F", "C", "C", "C", "O", "C", "F", "F", "F", "C", "F", "F", "F", "H", "H", "H", "H", "H", "H", "H", "H", "H", "H", "H", "H", "O", "S", "C", "C", "C", "C", "C", "C", "C", "C", "C", "C", "C", "C", "H", "H", "H", "H", "H", "H", "H", "H", "H", "H"], "xyz": [[-0.965, 0.108, -1.887], [1.156, -4.321, 2.862], [0.479, -3.158, 2.189], [0.529, -1.877, 2.725], [-0.101, -0.827, 2.086], [-0.797, -1.022, 0.886], [-1.350, 0.090, 0.252], [-1.999, 1.101, 0.882], [-2.669, 0.803, 2.096], [-3.395, 1.759, 2.762], [-3.486, 3.053, 2.252], [-4.292, 4.110, 2.946], [-2.840, 3.344, 1.045], [-2.111, 2.416, 0.334], [-1.458, 2.831, -0.997], [-0.484, 1.945, -1.427], [-2.567, 2.990, -2.077], [-3.555, 3.794, -1.700], [-3.118, 1.769, -2.307], [-2.065, 3.423, -3.225], [-0.665, 4.173, -0.842], [0.079, 4.132, 0.267], [-1.482, 5.233, -0.760], [0.147, 4.364, -1.873], [-0.828, -2.311, 0.307], [-0.207, -3.345, 0.990], [-1.653, -2.622, -0.946], [-2.001, -1.509, -1.705], [-3.020, -3.208, -0.480], [-2.871, -4.349, 0.194], [-3.834, -3.423, -1.504], [-3.601, -2.318, 0.338], [-0.931, -3.593, -1.928], [-1.618, -3.705, -3.058], [0.276, -3.090, -2.234], [-0.748, -4.818, -1.433], [1.338, -4.120, 3.916], [2.119, -4.530, 2.391], [0.554, -5.225, 2.781], [1.060, -1.698, 3.653], [-0.047, 0.175, 2.492], [-2.644, -0.215, 2.458], [-3.915, 1.500, 3.675], [-4.467, 3.858, 3.989], [-5.265, 4.221, 2.461], [-3.793, 5.077, 2.897], [-2.929, 4.351, 0.662], [-0.264, -4.349, 0.596], [1.403, 0.151, -3.422], [1.536, -0.101, -1.964], [2.657, -1.433, -1.665], [3.329, -1.941, -2.765], [4.221, -2.984, -2.552], [4.406, -3.497, -1.277], [3.700, -2.982, -0.195], [2.806, -1.942, -0.382], [2.331, 1.275, -1.185], [2.344, 1.379, 0.199], [2.959, 2.480, 0.769], [3.534, 3.452, -0.042], [3.489, 3.336, -1.424], [2.875, 2.240, -2.015], [3.153, -1.532, -3.750], [4.768, -3.397, -3.389], [5.103, -4.310, -1.123], [3.846, -3.395, 0.795], [2.234, -1.550, 0.450], [1.875, 0.628, 0.821], [2.986, 2.586, 1.846], [4.013, 4.311, 0.408], [3.926, 4.103, -2.048], [2.806, 2.137, -3.090]], "forces_ev_per_a": [[-0.1, -0.2, 0.3], [0.0, 0.0, 0.0], [0.0, -0.1, 0.1], [0.0, 0.0, 0.0], [0.0, 0.0, 0.0], [-0.1, 0.2, 0.0], [0.1, 0.0, 0.2], [0.1, -0.3, -0.1], [0.0, 0.1, 0.1], [0.0, -0.1, 0.0], [-0.1, 0.1, 0.1], [0.1, 0.0, 0.0], [0.0, 0.1, -0.1], [0.0, 0.0, 0.0], [0.2, 0.1, 0.1], [0.0, 0.4, -0.1], [0.0, -0.2, 0.0], [0.0, 0.1, -0.1], [0.0, 0.1, 0.0], [0.0, 0.0, 0.0], [-0.2, -0.1, 0.0], [0.0, 0.0, 0.1], [0.1, 0.1, 0.0], [0.0, 0.0, -0.1], [0.0, 0.0, 0.0], [0.0, -0.1, 0.0], [-0.2, 0.1, 0.0], [0.2, -0.3, -0.2], [0.0, 0.1, -0.1], [0.0, -0.1, 0.1], [0.0, 0.0, 0.0], [0.0, 0.0, 0.0], [-0.1, 0.1, 0.0], [0.0, 0.0, 0.0], [0.1, 0.1, 0.0], [0.0, -0.1, 0.0], [0.0, 0.0, 0.0], [0.0, 0.0, 0.0], [0.0, 0.0, 0.0], [0.0, 0.0, 0.0], [0.0, 0.0, 0.0], [0.0, 0.0, 0.0], [0.0, 0.0, 0.0], [0.0, 0.0, 0.0], [0.0, 0.0, 0.0], [0.0, 0.0, 0.0], [0.0, 0.0, 0.0], [0.0, 0.0, 0.0], [0.4, -0.2, 0.6], [-0.4, 0.3, -0.8], [-0.1, -0.1, -0.1], [0.1, -0.1, 0.1], [0.0, 0.0, 0.0], [0.0, 0.0, 0.0], [0.0, 0.0, 0.0], [0.0, 0.0, -0.1], [0.0, 0.1, 0.0], [0.0, 0.1, 0.0], [0.0, 0.0, 0.0], [0.0, 0.0, 0.0], [0.0, 0.0, 0.0], [0.0, 0.1, 0.1], [0.0, 0.0, 0.0], [0.0, 0.0, 0.0], [0.0, 0.0, 0.0], [0.0, 0.0, 0.0], [0.0, 0.0, 0.0], [0.0, 0.0, 0.0], [0.0, 0.0, 0.0], [0.0, 0.0, 0.0], [0.0, 0.0, 0.0], [0.0, 0.0, 0.0]], "mulliken_charge": [2.989, -1.376, 0.095, -1.122, -0.246, 1.221, -0.305, 0.458, -0.190, -1.224, 0.297, -1.600, -0.522, -0.705, 0.971, -1.218, 0.666, -0.232, -0.248, -0.257, 0.452, -0.253, -0.252, -0.236, -1.396, -0.485, 1.351, -0.899, 0.558, -0.239, -0.231, -0.206, 0.305, -0.259, -0.023, -0.253, 0.413, 0.184, 0.399, 0.446, 0.558, 0.574, 0.422, 0.404, 0.330, 0.396, 0.633, 0.716, -0.663, 1.089, 0.348, -0.596, -0.750, -0.607, -0.982, 0.207, 0.655, 0.126, -0.937, -0.540, -0.754, -0.657, 0.535, 0.444, 0.436, 0.487, 0.218, 0.222, 0.457, 0.434, 0.448, 0.518]}



# 3
{"formula": "C5H12ClNO3", "method": "ωB97M-V/def2-TZVPD", "e_lumo_ev": 0.62, "orbital_gap_ev": 11.167, "total_charge": 0, "homo_energy_ev": -10.546, "smiles": "C[C@@H](Cl)COC(N)=O.CO", "elements": ["C", "C", "Cl", "C", "O", "C", "N", "O", "H", "H", "H", "H", "H", "H", "H", "H", "C", "O", "H", "H", "H", "H"], "xyz": [[-0.093, 0.004, -0.195], [-0.849, -1.149, 0.454], [-0.622, -2.682, -0.446], [-0.500, -1.375, 1.927], [0.647, -2.152, 2.169], [1.831, -1.514, 1.925], [2.571, -2.066, 0.893], [2.236, -0.593, 2.615], [0.752, 0.335, 0.399], [0.308, -0.308, -1.147], [-0.749, 0.855, -0.299], [-1.905, -0.928, 0.433], [-0.424, -0.397, 2.395], [-1.320, -1.900, 2.395], [2.029, -2.701, 0.325], [2.941, -1.322, 0.324], [-0.833, 2.949, -2.563], [-1.971, 2.498, -1.828], [-0.297, 2.076, -2.922], [-1.145, 3.556, -3.417], [-0.172, 3.537, -1.920], [-2.434, 3.278, -1.517]], "forces_ev_per_a": [[0.3, -0.2, 0.1], [0.5, 0.1, 0.4], [-0.1, -0.1, -0.1], [-0.7, 0.2, 0.0], [0.5, -0.3, -0.3], [1.1, 1.1, 1.1], [-0.9, 0.2, 0.0], [-0.8, -0.9, -1.0], [0.2, 0.0, 0.3], [-0.1, 0.2, -0.4], [-0.2, 0.2, -0.3], [-0.4, -0.1, -0.1], [0.2, 0.2, 0.2], [-0.1, -0.3, 0.2], [-0.1, -0.1, 0.0], [0.6, 0.0, 0.1], [-0.3, 0.1, 0.2], [0.2, -0.1, -0.1], [0.0, -0.1, 0.0], [0.1, 0.0, -0.1], [0.1, 0.0, -0.1], [-0.1, 0.0, 0.1]], "mulliken_charge": [-1.179, 0.124, -0.195, -0.691, -0.373, 0.531, -0.455, -0.545, 0.289, 0.409, 0.288, 0.426, 0.382, 0.385, 0.311, 0.275, -0.561, -0.502, 0.211, 0.301, 0.275, 0.293]}